1.
DFT (ωB97M-V with the def2-TZVPD basis set) results for 12 unconnected molecules or ions with the total composition C50H91F18N16O2P3 in a non-equilibrium geometry.

As for the max |F|: 2.8 eV/Å. The calculation puts the energy above the lowest of the compared OMol25 structures with the same formula, charge and spin at 0.0 kcal/mol. As for the LUMO energy: -7.8 eV. As for the orbital gap: 5.0467 eV.

```
! RIJCOSX wB97M-V def2-TZVPD def2/J DEFGRID3
* xyz 4 1
P 12.93 -19.41 27.53
P 9.38 -23.55 26.65
P 4.18 -26.22 26.91
F 10.76 -22.86 27.09
F 3.13 -25.39 27.80
F 9.62 -23.06 25.12
F 5.38 -25.20 27.26
F 11.72 -19.42 26.44
F 8.70 -22.14 27.09
F 5.16 -27.12 25.99
F 11.88 -18.81 28.62
F 13.92 -19.97 26.38
F 2.98 -27.25 26.64
F 3.69 -25.42 25.56
F 9.14 -24.23 28.11
F 7.92 -24.07 26.20
F 12.54 -20.93 27.98
F 10.25 -24.88 26.19
F 13.27 -17.89 27.12
F 4.61 -27.05 28.30
F 14.17 -19.39 28.56
O 10.70 -19.74 21.74
O 11.94 -21.53 21.48
N 7.97 -28.01 27.07
N 10.81 -23.79 31.97
N 10.55 -25.20 21.11
N 8.21 -18.01 26.82
N 4.06 -27.28 33.44
N 9.39 -16.60 27.88
N 6.87 -22.32 22.21
N 6.05 -21.29 29.30
N 7.49 -29.10 28.87
N 14.52 -24.18 25.77
N 11.39 -26.11 19.28
N 11.67 -24.08 30.00
N 6.06 -24.26 22.71
N 6.15 -19.92 30.97
N 4.51 -25.91 31.81
N 13.99 -26.27 25.73
C 6.51 -25.62 30.30
C 11.57 -26.98 18.14
C 9.15 -24.17 33.75
C 5.03 -26.61 32.83
C 9.67 -24.95 22.22
C 13.23 -24.27 25.32
C 11.94 -26.19 16.86
C 7.68 -16.78 26.54
C 10.63 -24.06 33.41
C 5.57 -22.00 28.13
C 9.04 -27.84 27.93
C 7.73 -19.30 26.34
C 7.86 -27.40 25.75
C 6.41 -22.27 23.50
C 10.41 -26.13 20.16
C 7.35 -20.57 30.86
C 7.34 -21.43 29.81
C 5.82 -18.90 31.96
C 11.71 -24.52 20.78
C 14.96 -25.41 26.00
C 15.57 -22.32 24.57
C 5.22 -25.02 30.91
C 3.16 -26.19 31.78
C 2.88 -27.06 32.77
C 5.97 -23.50 23.84
C 11.44 -24.64 31.18
C 4.18 -28.17 34.59
C 10.67 -22.59 31.29
C 7.06 -28.76 27.67
C 6.76 -29.88 29.88
C 15.32 -22.97 25.94
C 8.75 -28.59 29.01
C 11.22 -20.77 22.19
C 12.27 -25.15 19.75
C 12.26 -24.74 28.87
C 6.35 -20.53 20.64
C 7.51 -31.17 30.21
C 13.98 -27.70 26.01
C 11.24 -22.78 30.10
C 8.43 -15.86 27.20
C 6.15 -17.52 31.36
C 10.50 -16.41 30.15
C 7.45 -21.18 21.46
C 10.48 -16.03 28.68
C 6.47 -23.49 21.71
C 11.27 -20.89 23.71
C 12.86 -25.57 25.35
C 5.71 -25.67 22.65
C 5.34 -20.50 30.08
C 9.26 -17.88 27.60
H 11.21 -24.89 33.80
H 9.93 -18.69 27.85
H 5.56 -23.90 24.75
H 10.10 -25.31 23.15
H 6.89 -19.24 25.66
H 9.31 -28.75 29.91
H 8.12 -20.60 22.09
H 16.25 -22.84 23.91
H 9.66 -26.90 20.19
H 6.98 -31.58 31.08
H 11.55 -25.39 28.36
H 13.20 -24.92 19.25
H 10.72 -27.62 17.94
H 8.18 -20.32 31.50
H 8.97 -24.14 34.83
H 14.90 -22.32 26.70
H 13.01 -26.14 16.71
H 5.99 -21.18 19.84
H 6.67 -19.62 20.12
H 9.85 -27.22 27.60
H 6.20 -26.59 29.93
H 5.80 -30.18 29.46
H 2.02 -27.67 32.96
H 5.85 -16.75 32.06
H 6.26 -22.76 27.76
H 8.52 -31.06 30.61
H 3.73 -27.72 35.47
H 11.93 -26.06 25.17
H 8.74 -25.13 33.43
H 5.78 -17.38 30.35
H 6.63 -23.85 20.71
H 6.08 -26.71 33.02
H 5.52 -20.27 21.30
H 11.59 -25.67 31.47
H 2.58 -25.79 30.96
H 14.56 -28.20 25.24
H 7.47 -31.95 29.45
H 12.19 -23.82 21.46
H 6.10 -28.96 27.23
H 5.41 -21.34 27.28
H 6.83 -16.75 25.88
H 16.31 -23.19 26.34
H 6.90 -24.95 29.53
H 4.84 -25.90 23.27
H 11.40 -16.33 28.16
H 14.58 -27.90 26.91
H 5.22 -28.37 34.82
H 16.02 -21.34 24.75
H 7.37 -25.73 30.96
H 11.36 -22.11 29.26
H 8.60 -19.66 25.78
H 11.86 -21.72 24.11
H 8.39 -14.79 27.23
H 8.70 -25.43 22.10
H 11.01 -17.33 30.43
H 15.88 -25.69 26.50
H 4.64 -24.70 30.05
H 7.24 -17.43 31.32
H 11.09 -15.60 30.59
H 7.61 -26.35 25.89
H 11.01 -23.16 33.89
H 7.59 -20.02 27.14
H 10.51 -14.95 28.61
H 4.63 -22.54 28.30
H 8.01 -22.16 29.39
H 9.52 -16.43 30.62
H 11.52 -25.19 16.99
H 8.16 -21.61 20.75
H 5.48 -25.86 21.60
H 14.63 -22.11 24.05
H 9.52 -23.88 22.40
H 10.25 -21.04 24.09
H 7.14 -27.90 25.13
H 4.38 -20.04 29.88
H 11.36 -26.54 16.01
H 6.56 -29.26 30.75
H 6.53 -26.37 22.86
H 3.68 -29.12 34.39
H 8.62 -23.27 33.43
H 4.76 -19.00 32.19
H 12.66 -23.41 25.00
H 6.38 -19.09 32.88
H 8.87 -27.35 25.35
H 5.48 -24.14 31.51
H 6.59 -21.39 24.09
H 13.00 -28.12 26.18
H 11.78 -20.01 24.09
H 12.70 -24.08 28.12
H 10.22 -21.75 31.80
H 13.12 -25.35 29.16
H 12.41 -27.66 18.31
*
```

Results of the Löwdin charge analysis, in e, for atoms 1 through 99: 0.16 0.22 0.19 -0.15 -0.16 -0.16 -0.17 -0.17 -0.17 -0.17 -0.19 -0.15 -0.14 -0.17 -0.17 -0.16 -0.19 -0.20 -0.14 -0.21 -0.14 -0.06 -0.11 -0.05 -0.04 -0.06 -0.09 -0.08 -0.02 -0.03 -0.07 -0.03 -0.03 -0.04 -0.04 -0.08 -0.05 -0.03 -0.09 -0.06 -0.15 -0.07 -0.02 0.01 0.00 -0.05 0.00 -0.15 0.01 0.01 0.02 0.01 0.00 -0.04 -0.02 0.01 -0.14 0.01 -0.01 -0.04 -0.15 0.03 0.01 -0.01 -0.02 0.03 0.02 -0.02 -0.15 -0.14 -0.03 -0.79 0.02 0.01 -0.05 -0.06 0.02 0.00 0.03 -0.04 -0.06 -0.14 -0.15 -0.03 -0.04 -0.02 0.03 0.00 -0.03 0.14 0.15 0.12 0.09 0.10 0.14 0.12 0.09 0.17 0.09


2.
DFT (ωB97M-V with the def2-TZVPD basis set) results for 2 unconnected molecules or ions with the total composition C4H14N2O in a non-equilibrium geometry.

As for the max |F|: 3.5 eV/Å. As for the SMILES: CCNCCN.O. The calculation puts the energy above the lowest of the compared OMol25 structures with the same formula, charge and spin at 87.9 kcal/mol. As for the LUMO energy: 0.6 eV. As for the orbital gap: 8.6796 eV.

```
! RIJCOSX wB97M-V def2-TZVPD def2/J DEFGRID3
* xyz 0 1
O 0.31 -5.48 -3.27
N -0.23 1.39 -2.15
N -0.02 0.54 1.10
C 0.24 1.72 3.22
C 0.43 0.29 -1.43
C -0.11 1.92 1.67
C -0.20 -0.34 -0.18
H -0.32 -6.24 -3.40
H 1.01 2.33 3.74
H 0.79 -0.53 -2.12
H -0.60 2.07 -1.53
H -1.30 -0.56 -0.24
H -0.33 -0.15 1.76
H -1.22 2.19 1.63
H -0.63 1.50 3.87
H 0.88 0.77 3.20
H 0.25 -1.36 -0.05
H 0.59 2.57 1.13
H 1.53 0.68 -0.90
H -0.96 1.23 -2.82
H -0.14 -4.56 -3.24
*
```

In the natural (NBO) picture, each atom carries the following charge in e: -0.97 -0.85 -0.71 -0.65 -0.23 -0.21 -0.22 0.48 0.23 0.20 0.35 0.17 0.35 0.17 0.21 0.22 0.20 0.20 0.18 0.37 0.48


3.
DFT (ωB97M-V with the def2-TZVPD basis set) results for C2HNO2 in the gas phase in a non-equilibrium geometry.

As for the max |F|: 4.2 eV/Å. The calculation puts the energy above the lowest of the compared OMol25 structures with the same formula, charge and spin at 197.2 kcal/mol. As for the LUMO energy (alpha / beta): -1.7 / -1.6 eV. As for the orbital gap (alpha / beta): 7.5349 / 7.6131 eV.

```
! RIJCOSX wB97M-V def2-TZVPD def2/J DEFGRID3
* xyz 0 1
O 3.82 1.67 -2.16
O 1.29 -0.36 -0.32
N 2.92 1.25 -1.50
C 0.12 -0.81 -0.32
C 2.14 1.02 -0.64
H -0.68 -0.18 -0.25
*
```

In the natural (NBO) picture, each atom carries the following charge in e: -0.34 -0.42 0.13 0.33 0.21 0.10


4.
DFT (ωB97M-V with the def2-TZVPD basis set) results for 2 unconnected molecules or ions with the total composition C9H13N3 in a non-equilibrium geometry.

As for the max |F|: 5.1 eV/Å. The calculation puts the energy above the lowest of the compared OMol25 structures with the same formula, charge and spin at 51.9 kcal/mol. As for the LUMO energy: -7.3 eV. As for the orbital gap: 6.6742 eV.

```
! RIJCOSX wB97M-V def2-TZVPD def2/J DEFGRID3
* xyz 2 1
N -7.86 -1.05 -1.83
N -7.78 -0.15 0.50
N -8.25 -2.37 0.05
C -7.74 1.10 0.95
C -7.49 1.99 -0.01
C -7.55 1.34 -1.28
C -8.20 -1.31 0.96
C -8.15 -2.17 -1.37
C 12.20 1.43 -0.39
C -7.73 0.03 -1.16
C 11.10 -0.41 0.92
C 12.25 0.30 0.40
H -7.23 2.96 0.25
H -8.61 -3.32 0.35
H -7.32 1.97 -2.17
H -7.94 1.28 2.10
H 12.62 0.96 -1.31
H 11.22 -1.44 0.55
H -8.25 -1.47 2.01
H 10.12 0.20 0.73
H 12.99 2.19 -0.14
H -8.24 -3.04 -2.02
H 13.28 -0.07 0.65
H 11.44 -0.66 1.94
H 11.15 1.71 -0.66
*
```

In the natural (NBO) picture, each atom carries the following charge in e: -0.39 -0.34 -0.53 -0.02 -0.17 -0.25 0.36 0.27 -0.76 0.35 -0.75 0.36 0.26 0.46 0.28 0.24 0.36 0.33 0.24 0.28 0.34 0.23 0.24 0.33 0.27


5.
DFT (ωB97M-V with the def2-TZVPD basis set) results for 7 unconnected molecules or ions with the total composition FH12O6 in a non-equilibrium geometry.

As for the max |F|: 2.3 eV/Å. The calculation puts the energy above the lowest of the compared OMol25 structures with the same formula, charge and spin at 1.6 kcal/mol. As for the LUMO energy (alpha / beta): 0.0 / -7.4 eV. As for the orbital gap (alpha / beta): 11.3084 / 3.8622 eV.

```
! RIJCOSX wB97M-V def2-TZVPD def2/J DEFGRID3
* xyz 0 2
F -0.04 -0.10 0.01
O 2.49 1.01 -0.82
O -1.87 -1.96 -0.07
O 0.32 0.74 2.58
O 1.59 -2.34 0.84
O -1.76 1.93 -0.09
O -0.59 -0.03 -2.83
H -0.58 0.83 2.90
H -1.94 -2.33 0.81
H 1.59 0.80 -0.57
H -0.32 0.26 -1.96
H 0.21 0.51 1.65
H 2.44 -1.95 1.03
H -1.27 0.59 -3.09
H 2.85 1.46 -0.06
H -1.15 1.19 -0.04
H -1.25 -1.23 0.03
H 1.01 -1.60 0.68
H -1.74 2.21 -1.00
*
```

In the natural (NBO) picture, each atom carries the following charge in e: -0.70 -0.95 -0.55 -0.90 -0.79 -0.90 -0.93 0.47 0.48 0.48 0.47 0.48 0.48 0.46 0.47 0.48 0.51 0.49 0.46